1.
A molecular structure, C12H20CaN2O2 in a non-equilibrium geometry, computed with ωB97M-V/def2-TZVPD.

Energy relative to the best compared isomer or geometry (same formula, charge and spin): 292.0 kJ/mol
Orbital gap (alpha / beta): 6.7 / 6.9 eV
LUMO (alpha / beta): -0.43 / -0.31 eV
DFT total energy: -1406.53716 hartree

XYZ file:
```
37
Properties=species:S:1:pos:R:3:forces:R:3
C 0.284357 -0.979972 -2.543561 0.0 -1.3 1.9
C -0.039223 2.437735 -2.416175 -0.3 0.5 0.1
C -0.982136 -1.060439 -2.979813 0.5 -0.2 -0.8
H 0.945011 -1.863550 -2.499768 -1.0 0.1 0.0
C -1.334559 2.299154 -2.127244 0.3 0.7 0.3
H 0.449707 3.412046 -2.332289 -0.5 0.0 0.2
H -1.479984 -2.030042 -3.181684 0.9 0.4 -0.2
H -1.875571 3.166137 -1.737484 0.3 0.0 -0.2
C -1.815759 0.118868 -3.403775 -0.7 0.1 0.5
H -2.748803 -0.264615 -3.853959 0.4 0.1 0.2
H -1.315286 0.681977 -4.204353 -0.1 -0.1 0.2
C 0.969211 0.175833 -1.817279 0.6 0.9 -1.4
H 2.048543 -0.068519 -1.737762 -0.5 -0.1 0.2
H 0.658626 0.527838 -0.800764 -0.2 -0.9 -0.9
C 0.914275 1.367463 -2.802005 0.8 0.3 -0.4
H 0.708427 0.961279 -3.799393 0.0 0.2 0.1
H 1.906968 1.836362 -2.885063 -0.2 -0.2 0.1
C -2.195093 1.091981 -2.265675 -0.6 -0.2 -0.4
H -3.208751 1.458790 -2.485026 0.2 0.0 0.1
H -2.297535 0.556991 -1.312849 0.2 0.0 -0.1
Ca 2.249883 -1.871543 0.749230 2.5 -0.3 2.1
H 1.005885 -1.837530 -0.285497 -2.6 -0.4 -3.0
C -0.837826 -1.271770 4.093057 -0.7 0.2 0.6
C 0.132458 -0.967019 3.018762 -0.1 -0.8 -1.2
N 0.230687 -1.716028 1.906346 -0.4 -0.9 1.8
O -0.713171 -2.837553 1.848962 -0.1 1.8 -0.1
C 1.175800 -0.020430 3.121240 0.5 0.7 -1.5
C 1.650818 0.666590 4.336965 0.4 -0.1 0.9
N 1.838602 0.151766 1.918190 0.1 -1.6 0.6
O 3.120200 -0.217184 1.935093 -0.1 1.6 0.6
H -1.724578 -1.757451 3.671554 0.2 0.1 0.2
H -1.152032 -0.350760 4.600346 0.1 -0.2 0.0
H -0.410211 -1.954150 4.845740 -0.1 0.2 -0.3
H -1.518665 -2.424071 1.465518 0.6 -0.5 0.1
H 2.747501 0.735188 4.321814 -0.3 -0.1 0.0
H 1.263613 1.695348 4.380360 0.0 -0.2 0.0
H 1.348597 0.151296 5.258244 0.1 0.2 -0.2
```
Positions in Å, forces in eV/Å.

***

2.
2 unconnected molecules or ions with the total composition C8H10FN2O6S in a non-equilibrium geometry, computed with ωB97M-V/def2-TZVPD.

Orbital gap: 5.2 eV
Total charge: -1
LUMO: 1.09 eV
DFT total energy: -1369.86612 hartree

XYZ file:
```
28
Properties=species:S:1:pos:R:3:forces:R:3
C 0.608470 -0.361359 2.893782 0.3 0.7 -0.1
C 0.221297 1.120541 2.717829 0.2 -0.3 0.4
N -1.212389 1.299318 2.802704 0.2 0.1 0.7
N -1.856340 0.794046 1.650236 -1.8 -1.8 -0.2
S -3.043032 -0.217438 2.230802 0.4 1.2 0.9
O -2.654493 -1.198503 3.239628 -0.1 0.6 -1.1
O -4.320716 0.432329 2.516017 0.9 -0.5 -0.5
F -3.337011 -1.045939 0.884251 0.2 0.2 0.2
H 0.678642 -0.847481 1.922244 -0.2 -0.2 0.1
H -0.110559 -0.855324 3.541751 -0.1 -0.1 -0.2
H 1.589168 -0.406908 3.379436 0.0 -0.1 -0.1
H 0.716153 1.678291 3.522284 -0.4 0.2 0.1
H 0.610673 1.504472 1.776332 0.1 0.0 0.1
H -1.473306 2.262421 2.979813 0.1 0.0 -0.3
C -0.204525 -0.887446 -3.173027 0.3 -0.1 -0.5
C -0.302995 -0.334429 -1.950584 -1.0 -0.2 0.3
C 0.880888 0.310253 -1.289685 0.1 -0.1 -0.1
O 0.675111 0.798960 -0.205856 0.5 0.3 0.0
C 2.167500 0.300917 -1.981531 -0.1 0.1 0.2
C 2.252459 -0.256254 -3.192167 0.4 0.1 0.1
C 1.065935 -0.875635 -3.871723 -0.8 -0.1 0.2
O 1.238269 -1.345777 -4.987082 0.3 0.0 -0.1
O 3.389657 -0.306099 -3.896838 -0.2 -0.1 0.0
O -1.428257 -0.320935 -1.254272 0.9 0.1 -0.3
H -1.044984 -1.353718 -3.666620 0.0 0.0 0.0
H 3.013891 0.753441 -1.484266 0.0 0.0 0.0
H 3.155457 -0.758584 -4.730458 -0.1 0.0 0.0
H -1.274965 0.116841 -0.372997 -0.3 0.0 0.3
```
Positions in Å, forces in eV/Å.

***

3.
A molecular structure, C18H31Cl2FeN4O3S in a non-equilibrium geometry, computed with ωB97M-V/def2-TZVPD.

Energy relative to the best compared isomer or geometry (same formula, charge and spin): 248.2 kJ/mol
Orbital gap (alpha / beta): 5.2 / 6.5 eV
Total charge: -1
Multiplicity: 5
LUMO (alpha / beta): 2.80 / 2.80 eV
DFT total energy: -3731.54113 hartree

XYZ file:
```
60
Properties=species:S:1:pos:R:3:forces:R:3
O -1.267375 2.993883 0.027167 -2.0 1.1 -0.6
C -2.342108 3.426824 -0.388827 1.8 -1.1 0.2
C -3.517210 2.585837 -0.735912 -0.2 -0.6 -0.3
C -3.868402 1.441135 -0.000698 0.2 0.2 0.0
H -3.200766 1.098745 0.795195 -0.2 0.2 -0.1
C -5.043731 0.756596 -0.302621 -0.2 0.3 -0.3
H -5.336705 -0.104090 0.300874 0.1 0.2 -0.2
C -5.840609 1.173367 -1.380574 0.5 0.0 0.1
H -6.767266 0.644929 -1.611924 0.3 0.2 0.1
C -5.406840 2.226714 -2.200833 -0.3 -0.3 0.1
H -5.995512 2.501804 -3.076569 0.2 -0.1 0.2
C -4.246539 2.920830 -1.883867 -0.1 0.3 0.4
H -3.894905 3.746319 -2.507015 -0.2 -0.1 0.1
H -2.493217 4.507261 -0.603436 0.2 -0.1 0.1
C 0.974646 0.998709 -2.525555 0.5 0.2 1.1
C 0.212232 -0.253305 -2.610894 -0.3 1.9 -3.6
H 0.920427 1.638535 -3.417816 -0.1 -0.3 0.1
H 2.021750 0.762164 -2.307758 0.1 0.3 -0.1
H 0.609145 1.585498 -1.667213 0.1 0.3 -0.1
C -1.032479 -0.598409 -3.120672 0.1 0.5 1.3
C -1.291011 -1.297577 -4.431149 0.1 -0.3 -0.2
H -1.927724 -0.141632 -2.670450 0.0 0.1 -0.3
H -2.353879 -1.188287 -4.709343 0.4 -0.1 0.0
H -1.046942 -2.367977 -4.372268 -0.1 0.1 -0.2
H -0.663281 -0.854292 -5.221607 -0.2 -0.2 0.1
Fe -0.062371 -1.611280 -1.534466 -0.8 -1.2 0.5
Cl -1.760521 -1.459105 -0.189618 -1.2 -0.3 1.2
Cl 1.698910 -2.837192 -1.627973 1.3 -1.1 0.1
C 1.586020 -3.395307 1.882534 0.1 0.4 0.5
O 1.738398 -2.557622 2.782698 -0.1 -0.9 -0.8
N 2.569469 -4.213472 1.465185 0.0 -0.1 0.2
C 3.898087 -4.047486 2.022353 -0.1 -0.1 0.1
C 2.299604 -5.440043 0.732098 -0.1 0.2 0.0
H 0.626115 -3.535202 1.345647 0.3 0.1 0.2
H 4.061390 -2.988096 2.232896 0.0 -0.2 -0.1
H 4.620576 -4.418516 1.290704 0.0 0.2 0.1
H 4.015795 -4.620699 2.953063 0.0 0.1 -0.1
H 1.416257 -5.305960 0.101622 0.2 0.0 0.0
H 2.135580 -6.286924 1.415875 0.0 0.1 -0.1
H 3.168586 -5.670333 0.108765 -0.3 0.1 -0.1
H 4.797971 2.718846 1.017043 0.0 -0.1 -0.1
H 2.777434 4.448812 2.078668 -0.1 0.0 -0.1
C 4.056327 2.670445 0.207497 -0.1 0.2 0.1
C 2.304861 4.163247 1.126664 0.0 -0.3 0.1
N 2.707096 2.825105 0.722334 0.5 0.2 -0.2
H 4.152316 1.717731 -0.319614 -0.1 0.2 0.2
C 1.969232 1.725256 1.013942 -0.5 -0.6 0.0
O 2.316256 0.571648 0.783833 0.0 0.8 0.2
H 1.215307 4.212724 1.233019 0.2 0.0 0.0
H 0.988599 1.969512 1.480956 0.4 -0.1 -0.3
H 4.265820 3.503869 -0.469222 0.0 -0.1 -0.1
H 2.639596 4.882626 0.371137 -0.2 -0.1 0.0
N 0.476232 -0.372652 4.007525 0.5 -0.1 0.1
C -0.621167 -0.263768 3.212371 -0.4 0.5 -0.3
N -1.327395 -1.399405 3.058853 0.2 -0.1 0.2
S -1.081336 1.197737 2.506648 -0.3 -0.4 0.6
H 1.087121 -1.168153 3.775438 -0.4 0.3 0.1
H 0.960247 0.505033 4.136509 -0.1 -0.2 -0.2
H -1.985382 -1.468715 2.297475 0.2 0.1 -0.2
H -0.912731 -2.256242 3.401304 0.0 0.1 -0.1
```
Positions in Å, forces in eV/Å.

***

4.
A molecular structure, C55H48BaF4N9PSe in a non-equilibrium geometry, computed with ωB97M-V/def2-TZVPD.

Energy relative to the best compared isomer or geometry (same formula, charge and spin): 0.0 kJ/mol
Orbital gap: 5.6 eV
LUMO: -0.50 eV
DFT total energy: -5785.25872 hartree

XYZ file:
```
119
Properties=species:S:1:pos:R:3:forces:R:3
Ba 0.447520 0.150093 1.296476 -0.5 0.2 -1.1
C -3.004766 -2.283192 0.000992 0.0 0.0 0.0
N -2.518742 -3.306391 0.902423 0.0 0.1 0.1
C -3.369654 -4.474143 0.908283 -0.1 0.0 0.0
C -1.100674 -3.624425 0.733748 0.1 0.0 -0.2
C -0.238943 -3.353298 1.984451 0.0 0.1 0.1
N 0.827170 -2.379078 1.764723 0.5 -0.6 0.0
C 2.109835 -2.712663 1.956090 -0.2 0.1 0.1
C 3.063646 -1.673493 2.163805 -0.1 -0.1 0.0
F 2.569701 -0.380123 2.135654 2.1 -0.7 1.0
C 4.402084 -1.844110 2.406098 -0.1 0.0 -0.1
F 5.163931 -0.753635 2.594352 0.0 0.0 0.0
C 4.961611 -3.106364 2.451339 0.0 0.0 0.0
C 4.084347 -4.154894 2.221997 0.0 -0.1 0.0
F 4.564354 -5.411469 2.209982 0.0 0.0 0.0
C 2.738787 -3.988077 1.976528 0.0 0.0 0.0
F 2.016382 -5.093177 1.674702 0.0 0.0 0.0
H -3.033545 -2.604033 -1.055768 0.0 0.0 0.0
H -2.374896 -1.392722 0.056672 0.0 0.0 0.0
H -4.016224 -1.990175 0.289466 0.0 0.0 0.0
H -4.386408 -4.199109 1.194858 0.0 0.0 0.0
H -3.003412 -5.201438 1.633413 0.0 0.0 0.0
H -3.421664 -4.972330 -0.078269 0.0 0.0 0.0
H -0.693579 -3.029447 -0.090017 0.0 0.0 0.0
H -1.000503 -4.674950 0.433651 0.1 0.0 0.0
H 0.136536 -4.291052 2.393450 -0.1 0.0 0.0
H -0.924909 -2.936585 2.732746 0.0 0.0 0.0
H 6.009615 -3.267109 2.651113 0.0 0.0 0.0
N -1.695900 1.774833 -2.746022 0.0 0.0 -0.2
C -1.055102 1.000515 -1.858085 -0.2 0.1 0.4
N -1.285983 0.967622 -0.590639 -0.7 0.2 -0.1
C -2.288900 1.807779 -0.049669 -0.1 0.0 0.0
N -2.536538 1.922090 1.206244 0.2 -0.1 0.3
N -1.686434 1.229832 2.075352 -1.3 0.4 -0.2
C -1.960601 1.410144 3.333235 0.0 -0.1 0.0
C -1.199164 0.636508 4.354859 -0.1 0.2 -0.4
C -1.604003 0.645868 5.680644 0.0 0.0 0.1
C -0.907797 -0.125844 6.590830 0.0 0.0 0.1
C 0.154893 -0.903386 6.152332 0.0 0.0 0.0
C 0.479805 -0.867917 4.807696 -0.1 0.2 0.0
N -0.169658 -0.103838 3.927720 -0.2 -0.1 0.4
C -3.077484 2.632595 -0.991780 0.1 -0.2 0.1
C -4.113931 3.467077 -0.576386 0.0 0.0 0.1
C -4.806005 4.236752 -1.491634 0.0 0.0 0.0
C -4.469675 4.183722 -2.843949 0.0 0.0 0.0
C -3.442577 3.367587 -3.274338 0.0 0.0 0.0
C -2.750727 2.599032 -2.343850 0.0 0.0 -0.2
H -1.457139 1.683724 -3.722661 0.0 0.0 0.0
H -0.286728 0.365250 -2.273093 0.1 -0.1 0.0
H -2.889646 1.880696 3.630424 0.0 0.1 0.1
H -2.440987 1.262010 5.980481 0.0 0.0 0.0
H -1.194557 -0.125598 7.634411 0.0 0.0 0.0
H 0.716254 -1.530629 6.830574 0.0 0.0 0.0
H 1.282961 -1.479754 4.409603 0.0 0.0 0.0
H -4.349786 3.496571 0.479074 0.0 0.0 0.0
H -5.608236 4.881186 -1.157527 0.0 0.0 0.0
H -5.011199 4.784984 -3.562927 0.0 0.0 0.0
H -3.170621 3.321157 -4.322519 0.0 0.0 0.0
C 4.482400 -0.297651 -1.839913 0.0 0.0 0.0
C 3.447358 -0.406527 -0.901210 -0.1 0.0 0.0
N 2.579374 0.554323 -0.653395 0.2 0.3 -0.2
C 2.710998 1.727674 -1.321832 -0.2 -0.1 0.2
C 3.674613 1.908223 -2.324418 0.0 0.1 -0.1
C 4.578066 0.858761 -2.563983 0.1 0.0 -0.1
C 3.711321 3.130370 -3.081985 0.1 -0.1 0.0
C 2.823407 4.110606 -2.837876 -0.1 0.1 0.1
C 1.853575 3.983432 -1.782041 0.1 0.1 -0.1
C 0.932907 5.009287 -1.493883 0.0 0.1 -0.1
C 0.067313 4.862061 -0.449515 0.0 -0.1 0.1
C 0.138545 3.689903 0.323594 0.2 0.0 -0.1
N 0.966165 2.693946 0.060717 0.3 0.5 -0.3
C 1.812258 2.829228 -0.992954 -0.1 -0.3 0.1
H 5.171899 -1.118977 -1.981019 0.0 0.0 0.0
H 3.322303 -1.329461 -0.340967 0.0 0.0 0.0
H 5.347745 0.982736 -3.317571 0.0 0.0 0.0
H 4.461511 3.238370 -3.856666 0.0 0.0 0.0
H 2.836125 5.025411 -3.419112 0.0 0.0 0.0
H 0.932693 5.907345 -2.101333 0.0 0.0 0.0
H -0.653418 5.624711 -0.188438 0.0 0.0 0.0
H -0.493911 3.588150 1.195852 0.0 0.0 0.0
C 1.606656 -3.113840 -2.702776 0.0 -0.1 -0.1
P -0.117041 -2.520723 -2.928144 0.1 0.1 0.0
C 0.097553 -1.272406 -4.255002 0.0 0.1 0.0
C 1.224791 -0.445931 -4.286678 -0.1 0.0 0.0
C 1.290307 0.643167 -5.149331 0.0 0.0 0.0
C 0.234596 0.915751 -6.009556 0.0 -0.1 0.0
C -0.887579 0.091150 -5.998738 0.0 0.0 0.1
C -0.960291 -0.983530 -5.121032 0.0 0.1 0.0
C -0.813560 -3.940771 -3.837420 -0.1 0.0 -0.1
C -0.412411 -4.287443 -5.128337 0.0 0.0 0.0
C -0.939166 -5.408385 -5.749257 0.0 0.0 0.0
C -1.869701 -6.200399 -5.083264 0.0 0.0 0.0
C -2.272343 -5.867150 -3.799255 0.0 0.0 0.0
C -1.749009 -4.737011 -3.181048 0.0 0.0 0.0
H 2.213997 -2.357382 -2.212928 0.0 0.0 0.0
H 2.070163 -3.400175 -3.648981 0.0 0.0 0.0
H 1.567723 -3.982041 -2.042867 0.0 0.0 0.0
H 2.058998 -0.635832 -3.620643 0.0 0.0 0.0
H 2.168846 1.277273 -5.146784 0.0 0.0 0.0
H 0.289163 1.755839 -6.690386 0.0 0.0 0.0
H -1.711083 0.288202 -6.674580 0.0 0.0 0.0
H -1.847010 -1.608782 -5.112166 0.0 0.0 0.0
H 0.311778 -3.673089 -5.652995 0.0 0.0 0.0
H -0.623882 -5.668026 -6.751874 0.0 0.0 0.0
H -2.279891 -7.076370 -5.569387 0.0 0.0 0.0
H -2.995544 -6.480710 -3.277330 0.0 0.0 0.0
H -2.065845 -4.473841 -2.176715 0.0 0.0 -0.1
Se -0.780301 3.731784 3.817863 0.1 0.1 0.1
C -0.107266 4.241565 5.530460 0.0 0.0 0.1
C 1.113367 4.914149 5.653805 0.0 -0.1 0.0
C 1.609796 5.277812 6.897618 0.0 0.0 0.0
C 0.907928 4.972040 8.057948 0.0 0.0 -0.1
C -0.304613 4.306354 7.951930 0.0 0.0 -0.1
C -0.807132 3.951780 6.705416 0.0 0.0 0.0
H 1.674781 5.145660 4.757290 0.0 0.0 0.0
H 2.556939 5.800456 6.962974 0.0 0.0 0.0
H 1.298902 5.251898 9.027916 0.0 0.0 0.0
H -0.869762 4.067547 8.845590 0.0 0.0 0.0
H -1.768240 3.456308 6.635253 0.0 0.0 0.0
```
Positions in Å, forces in eV/Å.